w:
DFT (ωB97M-V/def2-TZVPD) results for a single C6H9N molecule.

## Properties
Highest occupied orbital energy in hartree: -0.30974
SMILES: C[C@@H]1C=NC=CC1

Each atom is followed by the atoms it is bonded to, with distances in Å.
Geometry (Å):
1 C -1.57 0.30 -0.73  C2 1.527, H8 1.089, H9 1.090, H10 1.090
2 C -0.72 0.23 0.53  C1 1.527, C3 1.616, C7 1.528, H11 1.091
3 C 0.43 1.36 0.48  C2 1.616, N4 1.266, H12 1.084
4 N 1.69 1.21 0.49  C3 1.266, C5 1.412
5 C 1.82 0.14 -0.43  N4 1.412, C6 1.353, H13 1.081
6 C 1.19 -1.03 -0.21  C5 1.353, C7 1.496, H14 1.081
7 C 0.00 -1.11 0.69  C2 1.528, C6 1.496, H15 1.095, H16 1.092
8 H -0.98 0.08 -1.62  C1 1.089
9 H -1.99 1.30 -0.86  C1 1.090
10 H -2.40 -0.40 -0.69  C1 1.090
11 H -1.32 0.45 1.41  C2 1.091
12 H 0.04 2.36 0.69  C3 1.084
13 H 2.66 0.24 -1.11  C5 1.081
14 H 1.48 -1.92 -0.75  C6 1.081
15 H 0.32 -1.26 1.73  C7 1.095
16 H -0.65 -1.94 0.41  C7 1.092

Atomic partial charges in e from the natural (NBO) method, atoms 1 to 5:
1 C -0.614
2 C -0.263
3 C 0.184
4 N -0.429
5 C -0.057


x:
DFT (ωB97M-V/def2-TZVPD) results for a single C6H9N molecule.

## Properties
Highest occupied orbital energy in hartree: -0.37904
SMILES: CC1(C#N)CCC1

Each atom is followed by the atoms it is bonded to, with distances in Å.
Geometry (Å):
1 C -0.40 -1.86 -0.19  C2 1.514, H8 1.095, H9 1.092, H10 1.096
2 C -0.19 -0.36 -0.11  C1 1.514, C3 1.474, C5 1.527, C7 1.537
3 C -0.84 0.38 -1.21  C2 1.474, N4 1.155
4 N -1.47 0.92 -2.01  C3 1.155
5 C -0.64 0.55 1.03  C2 1.527, C6 1.802, H11 1.134, H12 1.085
6 C 0.62 1.56 0.23  C5 1.802, C7 1.529, H13 1.132, H14 1.069
7 C 1.24 0.20 -0.07  C2 1.537, C6 1.529, H15 1.096, H16 1.093
8 H 0.07 -2.22 -1.11  C1 1.095
9 H -1.46 -2.11 -0.20  C1 1.092
10 H 0.09 -2.36 0.66  C1 1.096
11 H -0.63 -0.05 1.99  C5 1.134
12 H -1.61 1.05 1.02  C5 1.085
13 H 0.57 2.13 -0.74  C6 1.132
14 H 1.02 2.27 0.93  C6 1.069
15 H 1.80 0.02 -1.00  C7 1.096
16 H 1.84 -0.12 0.79  C7 1.093

Atomic partial charges in e from the natural (NBO) method, atoms 1 to 5:
1 C -0.601
2 C -0.164
3 C 0.292
4 N -0.348
5 C -0.378


Most stable structure: w


w:
DFT (ωB97M-V/def2-TZVPD) results for a single C6H9N molecule.

## Properties
Highest occupied orbital energy in hartree: -0.31336
SMILES: C=C[C@H]1C(=C)N1C

Each atom is followed by the atoms it is bonded to, with distances in Å.
Geometry (Å):
1 C -1.20 -1.17 -1.99  C2 1.339, H8 1.083, H9 1.085
2 C -0.95 -0.26 -1.03  C1 1.339, C3 1.506, H10 1.088
3 C 0.28 -0.23 -0.17  C2 1.506, C4 1.409, N6 1.467, H11 1.090
4 C 0.50 1.15 -0.03  C3 1.409, C5 1.305, N6 1.633
5 C 0.70 2.39 -0.37  C4 1.305, H12 1.085, H13 1.085
6 N 0.15 0.17 1.23  C3 1.467, C4 1.633, C7 1.447
7 C 0.52 -0.88 2.15  N6 1.447, H14 1.102, H15 1.100, H16 1.094
8 H -0.54 -2.01 -2.17  C1 1.083
9 H -2.14 -1.17 -2.51  C1 1.085
10 H -1.70 0.51 -0.86  C2 1.088
11 H 1.10 -0.87 -0.50  C3 1.090
12 H 0.48 2.74 -1.37  C5 1.085
13 H 0.98 3.14 0.37  C5 1.085
14 H 1.47 -1.36 1.87  C7 1.102
15 H -0.25 -1.67 2.20  C7 1.100
16 H 0.60 -0.49 3.17  C7 1.094

Atomic partial charges in e from the natural (NBO) method, atoms 1 to 5:
1 C -0.403
2 C -0.177
3 C -0.185
4 C 0.291
5 C -0.495


x:
DFT (ωB97M-V/def2-TZVPD) results for a single C6H9N molecule.

## Properties
Highest occupied orbital energy in hartree: -0.27336

Each atom is followed by the atoms it is bonded to, with distances in Å.
Geometry (Å):
1 C -3.37 0.71 0.66  N7 1.250, H8 1.114
2 C 1.46 0.42 0.32  C3 1.531, C5 1.483, H9 1.029, H10 1.104
3 C 1.18 -1.02 0.76  C2 1.531, C5 1.571, H11 1.103, H12 1.040
4 C -0.87 0.47 1.11  C5 1.503, N7 1.308, H13 1.075
5 C 0.09 -0.10 0.10  C2 1.483, C3 1.571, C4 1.503, C6 1.539
6 C -0.45 -0.28 -1.33  C5 1.539, H14 1.065, H15 1.082, H16 1.173
7 N -2.13 0.63 0.83  C1 1.250, C4 1.308
8 H -3.89 1.62 0.27  C1 1.114
9 H 1.45 1.13 1.07  C2 1.029
10 H 2.19 0.73 -0.45  C2 1.104
11 H 1.33 -1.82 0.02  C3 1.103
12 H 1.11 -1.19 1.79  C3 1.040
13 H -0.44 0.75 2.05  C4 1.075
14 H -1.38 -0.74 -1.58  C6 1.065
15 H 0.36 -0.74 -1.87  C6 1.082
16 H -0.48 0.86 -1.61  C6 1.173

Atomic partial charges in e from the natural (NBO) method, atoms 1 to 5:
1 C -0.046
2 C -0.414
3 C -0.418
4 C -0.029
5 C -0.068


y:
DFT (ωB97M-V/def2-TZVPD) results for a single C6H9N molecule.

## Properties
Highest occupied orbital energy in hartree: -0.28431
SMILES: Cc1c[nH]c(C)c1

Each atom is followed by the atoms it is bonded to, with distances in Å.
Geometry (Å):
1 C 2.57 -0.06 0.20  C2 1.504, H8 1.097, H9 1.095, H10 1.095
2 C 1.08 -0.26 0.29  C1 1.504, C3 1.375, C7 1.427
3 C 0.38 -1.41 -0.01  C2 1.375, N4 1.371, H11 1.080
4 N -0.96 -1.10 -0.01  C3 1.371, C5 1.370, H12 1.007
5 C -1.13 0.24 0.24  N4 1.370, C6 1.494, C7 1.376
6 C -2.34 0.91 -0.32  C5 1.494, H13 1.095, H14 1.091, H15 1.098
7 C 0.11 0.76 0.49  C2 1.427, C5 1.376, H16 1.085
8 H 2.92 -0.39 -0.79  C1 1.097
9 H 3.14 -0.61 0.95  C1 1.095
10 H 2.81 1.00 0.29  C1 1.095
11 H 0.71 -2.39 -0.29  C3 1.080
12 H -1.71 -1.74 -0.22  N4 1.007
13 H -3.29 0.42 -0.08  C6 1.095
14 H -2.39 1.96 -0.04  C6 1.091
15 H -2.22 0.87 -1.41  C6 1.098
16 H 0.32 1.80 0.72  C7 1.085

Atomic partial charges in e from the natural (NBO) method, atoms 1 to 5:
1 C -0.623
2 C -0.098
3 C -0.087
4 N -0.506
5 C 0.121


Most stable structure: y


w:
DFT (ωB97M-V/def2-TZVPD) results for a 10-piece molecular cluster, C5H27NO9 overall.

## Properties
Highest occupied orbital energy in hartree: -0.32304
SMILES: C=CC/C=C/N.O.O.O.O.O.O.O.O.O

Each atom is followed by the atoms it is bonded to, with distances in Å.
Geometry (Å):
1 C 3.53 -1.25 0.95  C2 1.335, H7 1.027, H8 1.039
2 C 2.67 -1.01 1.95  C1 1.335, C3 1.551, H9 1.062
3 C 2.30 0.46 2.26  C2 1.551, C4 1.466, H10 1.183, H11 1.115
4 C 0.99 0.83 1.71  C3 1.466, C5 1.331, H12 1.205
5 C 0.20 -0.03 1.07  C4 1.331, N6 1.396, H13 1.122
6 N -1.07 0.39 0.67  C5 1.396, H14 1.007, H15 0.988
7 H 3.72 -2.23 0.70  C1 1.027
8 H 4.01 -0.60 0.30  C1 1.039
9 H 2.45 -1.80 2.62  C2 1.062
10 H 2.50 0.55 3.42  C3 1.183
11 H 3.12 1.13 1.91  C3 1.115
12 H 0.77 2.01 1.78  C4 1.205
13 H 0.45 -1.12 0.95  C5 1.122
14 H -1.45 1.25 1.02  N6 1.007
15 H -1.81 -0.23 0.43  N6 0.988
16 O -3.24 -1.80 -2.10  H17 0.925, H18 0.972
17 H -3.02 -1.92 -2.99  O16 0.925
18 H -2.86 -0.94 -1.88  O16 0.972
19 O -0.31 -0.96 4.21  H20 0.946, H21 0.947
20 H 0.15 -0.17 3.95  O19 0.946
21 H -0.34 -1.71 3.64  O19 0.947
22 O -0.17 1.54 -3.83  H23 0.958, H24 0.937
23 H -0.48 1.22 -2.98  O22 0.958
24 H 0.47 2.13 -3.48  O22 0.937
25 O -1.33 3.45 0.31  H26 0.992, H27 0.897
26 H -1.87 4.24 0.07  O25 0.992
27 H -1.81 2.76 -0.02  O25 0.897
28 O 0.97 0.04 -1.94  H29 0.958, H30 0.886
29 H 1.76 0.45 -2.29  O28 0.958
30 H 0.76 0.34 -1.13  O28 0.886
31 O 0.79 2.68 -1.76  H32 1.071, H33 0.978
32 H 1.43 1.95 -1.31  O31 1.071
33 H 0.01 2.76 -1.18  O31 0.978
34 O -1.44 -2.80 0.46  H35 0.877, H36 0.968
35 H -0.89 -2.84 -0.22  O34 0.877
36 H -2.27 -3.14 0.07  O34 0.968
37 O -4.18 0.50 0.46  H38 0.949, H39 0.944
38 H -3.57 0.41 1.18  O37 0.949
39 H -3.97 -0.30 0.01  O37 0.944
40 O 2.44 -2.22 -2.38  H41 0.923, H42 0.996
41 H 1.85 -1.54 -2.55  O40 0.923
42 H 2.15 -2.82 -1.64  O40 0.996

Atomic partial charges in e from the natural (NBO) method, atoms 1 to 5:
1 C -0.369
2 C -0.192
3 C -0.480
4 C -0.310
5 C -0.042


x:
DFT (ωB97M-V/def2-TZVPD) results for a 10-piece molecular cluster, C5H27NO9 overall.

## Properties
Highest occupied orbital energy in hartree: -0.32629
SMILES: C=N/C=C/CC.O.O.O.O.O.O.O.O.O

Each atom is followed by the atoms it is bonded to, with distances in Å.
Geometry (Å):
1 C 2.77 -0.84 0.13  N2 1.258, H7 1.082, H8 1.092
2 N 1.77 -1.60 0.17  C1 1.258, C3 1.422
3 C 0.74 -1.57 -0.82  N2 1.422, C4 1.329, H9 1.086
4 C -0.24 -0.68 -0.80  C3 1.329, C5 1.497, H10 1.088
5 C -1.47 -0.75 -1.66  C4 1.497, C6 1.527, H11 1.096, H12 1.082
6 C -2.07 0.62 -1.98  C5 1.527, H13 1.090, H14 1.082, H15 1.086
7 H 3.46 -0.88 0.97  C1 1.082
8 H 3.03 -0.12 -0.65  C1 1.092
9 H 0.71 -2.46 -1.44  C3 1.086
10 H -0.19 0.14 -0.09  C4 1.088
11 H -1.31 -1.33 -2.57  C5 1.096
12 H -2.23 -1.30 -1.13  C5 1.082
13 H -1.37 1.30 -2.45  C6 1.090
14 H -2.42 1.12 -1.09  C6 1.082
15 H -2.93 0.51 -2.63  C6 1.086
16 O 1.83 2.46 -1.69  H17 0.960, H18 0.981
17 H 2.08 1.89 -0.96  O16 0.960
18 H 1.93 1.90 -2.49  O16 0.981
19 O -4.08 -1.06 -0.44  H20 0.966, H21 0.970
20 H -3.53 -1.74 -0.03  O19 0.966
21 H -3.78 -0.24 -0.03  O19 0.970
22 O -1.98 1.02 1.42  H23 0.984, H24 0.973
23 H -1.50 1.66 0.84  O22 0.984
24 H -1.36 0.86 2.16  O22 0.973
25 O 0.70 -2.36 2.43  H26 0.983, H27 0.968
26 H 1.30 -2.27 1.65  O25 0.983
27 H 0.36 -3.26 2.49  O25 0.968
28 O -1.80 -1.74 1.10  H29 0.970, H30 0.989
29 H -0.92 -1.93 1.44  O28 0.970
30 H -1.89 -0.76 1.14  O28 0.989
31 O 2.18 0.63 -3.80  H32 0.966, H33 0.966
32 H 1.62 -0.12 -3.55  O31 0.966
33 H 3.03 0.29 -4.11  O31 0.966
34 O 0.17 0.25 3.13  H35 0.988, H36 0.964
35 H 0.21 -0.72 2.93  O34 0.988
36 H 0.16 0.33 4.09  O34 0.964
37 O 1.93 1.46 1.43  H38 0.985, H39 0.966
38 H 1.34 0.99 2.07  O37 0.985
39 H 2.42 2.13 1.93  O37 0.966
40 O -0.24 2.80 0.15  H41 0.982, H42 0.973
41 H 0.53 2.45 0.65  O40 0.982
42 H 0.14 2.92 -0.74  O40 0.973

Atomic partial charges in e from the natural (NBO) method, atoms 1 to 5:
1 C 0.027
2 N -0.490
3 C -0.117
4 C -0.150
5 C -0.475


Most stable structure: x